[1]
ORCA calculation (the ωB97M-V functional and the def2-TZVPD basis) on a structure of composition C32H46Cl2MoOP4.

Geometry (Å):
P  1.04  1.46  -4.51
C  2.78  1.71  -4.89
C  3.37  1.16  -6.04
H  2.79  0.50  -6.69
C  4.70  1.47  -6.35
H  5.15  1.04  -7.24
C  5.43  2.32  -5.52
H  6.47  2.56  -5.77
C  4.85  2.86  -4.37
H  5.43  3.52  -3.72
C  3.53  2.55  -4.05
H  3.07  2.98  -3.16
C  0.45  0.08  -5.49
C  1.03  -1.18  -5.26
H  1.86  -1.27  -4.55
C  0.55  -2.30  -5.93
H  0.97  -3.28  -5.70
C  -0.45  -2.16  -6.89
H  -0.81  -3.04  -7.44
C  -0.99  -0.90  -7.17
H  -1.77  -0.79  -7.93
C  -0.57  0.22  -6.46
H  -1.00  1.20  -6.66
C  0.18  2.97  -5.00
C  0.58  3.67  -6.17
H  1.39  3.28  -6.79
C  -0.06  4.86  -6.52
H  0.24  5.38  -7.43
C  -1.08  5.37  -5.71
H  -1.57  6.31  -5.99
C  -1.47  4.69  -4.56
H  -2.25  5.09  -3.91
C  -0.85  3.50  -4.21
H  -1.16  2.96  -3.32
Mo  -0.17  0.03  -0.09
C  -2.03  -0.80  -0.52
C  -2.33  -0.87  -1.83
H  -2.68  -1.25  0.23
C  -1.41  -0.20  -2.84
O  -2.18  0.83  -3.52
H  -1.67  1.13  -4.29
C  -0.17  0.39  -2.20
H  -1.09  -0.96  -3.59
C  0.83  1.08  -2.76
Cl  -0.59  -0.76  2.12
Cl  2.07  0.98  0.28
P  1.27  -2.06  -0.24
C  2.17  -2.56  1.24
H  1.47  -2.96  1.98
H  2.68  -1.69  1.67
H  2.91  -3.32  0.97
C  0.28  -3.51  -0.71
H  -0.18  -3.34  -1.69
H  -0.51  -3.67  0.03
H  0.93  -4.40  -0.76
C  2.55  -2.00  -1.52
H  3.08  -1.04  -1.46
H  2.10  -2.10  -2.52
H  3.26  -2.82  -1.36
P  -3.82  -1.73  -2.41
C  -4.46  -2.79  -1.12
C  -3.34  -2.65  -3.88
H  -4.70  -2.19  -0.23
H  -3.73  -3.56  -0.85
H  -5.38  -3.27  -1.48
H  -2.96  -1.96  -4.65
H  -4.21  -3.19  -4.28
H  -2.55  -3.37  -3.63
C  -4.93  -0.39  -2.81
H  -5.04  0.24  -1.92
H  -5.91  -0.78  -3.12
H  -4.46  0.20  -3.61
H  1.63  1.43  -2.09
C  -2.94  2.49  1.53
P  -1.26  2.12  0.89
C  -1.12  3.30  -0.49
C  -0.13  2.84  2.12
H  -3.70  2.14  0.81
H  -3.07  3.58  1.69
H  -3.10  1.97  2.48
H  -1.37  4.31  -0.15
H  -0.09  3.30  -0.88
H  -1.80  2.99  -1.29
H  -0.37  3.90  2.24
H  -0.27  2.29  3.06
H  0.90  2.73  1.77

Values from the calculation:
* E: -3675.76389 Eh
* lowest unoccupied orbital energy (alpha / beta): -6.3936 / -6.1305 eV
* multiplicity: 3
* HOMO (alpha / beta): -13.3 / -13.5 eV
* max |F|: 3.4 eV/Å
* charge: +2
* Kohn-Sham gap (alpha / beta): 6.9 / 7.4 eV

=====

[2]
ORCA calculation (the ωB97M-V functional and the def2-TZVPD basis) on an isolated molecule of C6H14.

Geometry (Å):
C  2.01  1.44  0.49
C  0.98  1.38  -0.70
C  -0.49  0.72  -0.45
C  -0.71  -0.63  0.32
C  -2.16  -0.91  0.40
C  0.12  -1.83  -0.30
H  1.59  1.77  1.59
H  2.50  0.42  0.64
H  2.89  2.13  0.26
H  1.43  0.85  -1.57
H  0.77  2.39  -1.00
H  -1.01  0.53  -1.40
H  -0.97  1.42  0.27
H  -0.43  -0.50  1.41
H  -2.64  -0.59  1.41
H  -2.41  -1.95  0.40
H  -2.58  -0.47  -0.54
H  1.13  -1.65  -0.01
H  -0.19  -2.73  0.19
H  0.18  -1.80  -1.42

Values from the calculation:
* E: -236.95375 Eh
* SMILES string: CCCC(C)C
* lowest unoccupied orbital energy: 1.1139 eV
* multiplicity: 1
* HOMO: -10.5 eV
* max |F|: 3.1 eV/Å
* charge: 0
* Kohn-Sham gap: 11.7 eV

=====

[3]
ORCA calculation (the ωB97M-V functional and the def2-TZVPD basis) on a structure of composition C31H22Cl3OP2S2V.

Geometry (Å):
V  0.63  0.77  -1.88
S  -1.03  -1.77  -1.84
P  -0.17  -1.22  -0.14
C  0.33  0.42  0.14
P  -0.96  1.56  0.04
S  -1.21  2.36  -1.80
C  -0.48  2.96  1.12
C  -1.31  4.07  1.26
C  -0.93  5.13  2.07
C  0.29  5.09  2.73
C  1.12  3.99  2.59
C  0.74  2.92  1.79
C  -2.61  1.11  0.65
C  -3.58  0.69  -0.25
C  -4.84  0.33  0.20
C  -5.13  0.38  1.55
C  -4.16  0.77  2.46
C  -2.90  1.13  2.01
C  1.39  -2.18  0.05
C  1.32  -3.57  0.16
C  2.48  -4.32  0.27
C  3.72  -3.69  0.27
C  3.79  -2.31  0.16
C  2.63  -1.56  0.06
C  -1.15  -1.85  1.29
C  -2.37  -2.48  1.11
C  -3.09  -2.92  2.22
C  -2.59  -2.72  3.50
C  -1.37  -2.08  3.67
C  -0.66  -1.64  2.57
H  -2.25  4.09  0.72
H  -1.58  5.98  2.18
H  0.60  5.92  3.35
H  2.07  3.96  3.12
H  1.36  2.05  1.67
H  -3.34  0.67  -1.31
H  -5.60  0.01  -0.51
H  -6.12  0.10  1.91
H  -4.39  0.79  3.52
H  -2.14  1.44  2.72
H  0.35  -4.06  0.13
H  2.42  -5.40  0.35
H  4.63  -4.28  0.35
H  4.75  -1.82  0.16
H  2.68  -0.48  -0.03
H  -2.74  -2.64  0.11
H  -4.04  -3.41  2.08
H  -3.15  -3.06  4.36
H  -0.98  -1.92  4.67
H  0.29  -1.13  2.70
Cl  4.37  0.06  -7.96
C  3.76  0.19  -6.34
C  2.40  0.39  -6.14
C  1.95  0.52  -4.85
Cl  0.27  0.73  -4.47
C  2.79  0.48  -3.71
O  2.33  0.68  -2.52
C  4.15  0.23  -3.99
Cl  5.22  0.10  -2.64
C  4.64  0.10  -5.27
H  1.72  0.44  -6.98
H  5.69  -0.07  -5.44

Values from the calculation:
* E: -5073.57132 Eh
* lowest unoccupied orbital energy (alpha / beta): 2.5722 / 2.5688 eV
* multiplicity: 4
* HOMO (alpha / beta): -3.3 / -4.8 eV
* max |F|: 3.0 eV/Å
* charge: -1
* Kohn-Sham gap (alpha / beta): 5.8 / 7.3 eV